<w>
Here is C3H8N2S3 as an isolated structure from the Open Molecules 2025 dataset. Energies are from the ωB97M-V functional and the def2-TZVPD basis.

Structure (XYZ):
```
16
C3H8N2S3 (the ωB97M-V functional and the def2-TZVPD basis)
C -1.77279 -1.48077 0.58526
C -0.48132 -0.78844 1.42528
C 0.59693 -0.21127 0.56845
H -0.81654 0.17813 -1.19847
H -1.61179 -2.59250 0.15574
H -2.74112 -1.34512 1.24721
H -0.92492 -0.05753 2.12588
H -0.25724 -1.65617 2.14274
H 1.06354 1.45481 -0.61992
H -1.52179 1.38526 -0.82805
H 3.97199 -1.51625 -0.04841
N 0.58681 1.21313 0.13882
N 1.48442 -1.03534 0.28241
S -2.29040 -0.75481 -1.01471
S -0.80191 2.14422 0.20087
S 2.98495 -0.27768 -0.52361
```

Properties
HOMO-LUMO gap (eV): 8.695

natural (NBO) population analysis, charges in e, atoms 1 to 6: -0.555, -0.463, 0.377, 0.124, 0.243, 0.237



<x>
Here is a 2-piece molecular cluster, C3H8N2S3 overall from the Open Molecules 2025 dataset. Energies are from the ωB97M-V functional and the def2-TZVPD basis.

Structure (XYZ):
```
16
C3H8N2S3 (the ωB97M-V functional and the def2-TZVPD basis)
C 2.60554 -1.12721 0.39691
C -1.92407 -0.83397 -0.18927
C -2.45080 1.82076 -0.38188
N 1.30314 -0.96877 0.17810
N 0.57078 0.13408 0.04394
S -1.53286 -2.40371 0.24297
S 3.71311 0.26631 0.58110
S -2.74303 0.31494 0.73940
H 3.08463 -1.92884 0.82734
H -1.76039 -0.60576 -1.20736
H -1.46201 2.24449 -0.26685
H -3.22951 2.67573 -0.01648
H -2.58230 1.68405 -1.40423
H 0.64924 -1.77873 0.22538
H 1.09423 1.01721 0.07556
H 4.66430 -0.51059 0.15537
```

Properties
HOMO-LUMO gap (alpha / beta) (eV): 7.691 / 7.692

natural (NBO) population analysis, charges in e, atoms 1 to 6: -0.221, -0.415, -0.713, -0.231, -0.632, -0.140



The structure with the greatest stability is <x>.



<w>
Here is one molecule with the formula C4H6FN from the Open Molecules 2025 dataset. Energies are from the ωB97M-V functional and the def2-TZVPD basis.

Structure (XYZ):
```
12
C4H6FN (the ωB97M-V functional and the def2-TZVPD basis)
C -0.08064 0.49184 -1.29583
C -0.38632 -0.29552 -0.04726
C 0.21529 0.35682 1.16673
C 0.20052 -1.64650 0.05086
H -0.83579 0.24884 -2.09326
H 0.95730 0.39515 -1.66450
H -0.23638 1.54468 -1.07337
H -1.42210 -0.31991 0.12438
H -0.23595 -0.11851 2.08395
H 1.36946 0.26347 1.29262
N 0.55137 -2.70223 0.31178
F -0.09676 1.78186 1.14390
```

Properties
Structure (SMILES): C[C@@H](C#N)CF
HOMO-LUMO gap (eV): 12.807

natural (NBO) population analysis, charges in e, atoms 1 to 6: -0.607, -0.365, 0.060, 0.283, 0.223, 0.225



<x>
Here is one molecule with the formula C4H6FN from the Open Molecules 2025 dataset. Energies are from the ωB97M-V functional and the def2-TZVPD basis.

Structure (XYZ):
```
12
C4H6FN (the ωB97M-V functional and the def2-TZVPD basis)
C -0.50507 1.11581 0.06627
C -0.55508 0.19849 1.11275
C 0.47489 -0.93186 0.74053
C 0.16290 0.48723 -1.21875
H -0.98956 0.32506 2.18166
H 1.47868 -0.43765 1.31857
H 0.16185 -1.90428 1.07134
H -0.28708 -1.66897 -1.11564
H 1.07602 0.91463 -1.43522
H -0.42014 0.55512 -2.03911
N 0.53743 -0.97066 -0.90852
F -1.13483 2.31707 0.22612
```

Properties
Structure (SMILES): FC1=CCNC1
HOMO-LUMO gap (eV): 10.083

natural (NBO) population analysis, charges in e, atoms 1 to 6: 0.376, -0.327, -0.248, -0.282, 0.238, 0.203



The structure with the greatest stability is <w>.



<w>
Here is a 2-piece molecular cluster, CH2O2S overall from the Open Molecules 2025 dataset. Energies are from the ωB97M-V functional and the def2-TZVPD basis.

Structure (XYZ):
```
6
CH2O2S (the ωB97M-V functional and the def2-TZVPD basis)
C 1.94239 -1.77777 1.66440
O 0.28554 -0.14572 0.12739
O 1.32564 -1.61108 2.62181
S 2.83937 -2.12444 0.45988
H 0.83831 0.36106 -0.62056
H -0.58408 0.22075 0.20316
```

Properties
Structure (SMILES): O=C=S.O
HOMO-LUMO gap (eV): 10.866

Partial atomic charges computed with the natural (NBO) method, in multiples of e: 0.457, -0.962, -0.454, -0.007, 0.487, 0.479



<x>
Here is one molecule with the formula CH2O2S from the Open Molecules 2025 dataset. Energies are from the ωB97M-V functional and the def2-TZVPD basis.

Structure (XYZ):
```
6
CH2O2S (the ωB97M-V functional and the def2-TZVPD basis)
C 0.71240 -0.14713 -0.64877
O 1.21846 -1.13515 -1.09204
O -0.98734 1.28806 0.64006
S -0.22739 0.24301 1.17476
H 0.23752 0.76428 -1.06934
H -0.95365 -1.01306 0.99533
```

Properties
HOMO-LUMO gap (eV): 9.408

Partial atomic charges computed with the natural (NBO) method, in multiples of e: 0.317, -0.457, -0.977, 0.958, 0.155, 0.005



The structure with the greatest stability is <w>.



<w>
Here is one molecule with the formula CH2O2S from the Open Molecules 2025 dataset. Energies are from the ωB97M-V functional and the def2-TZVPD basis.

Structure (XYZ):
```
6
CH2O2S (the ωB97M-V functional and the def2-TZVPD basis)
C -1.19579 -0.28215 0.58570
O 1.24137 -0.75287 -0.35555
O 0.70113 1.60941 0.33199
S 0.29000 0.30492 -0.05561
H -0.10018 0.47798 -1.21624
H -0.93654 -1.35730 0.70970
```

Properties
HOMO-LUMO gap (alpha / beta) (eV): 8.102 / 7.983

Partial atomic charges computed with the natural (NBO) method, in multiples of e: -0.185, -0.908, -0.899, 1.885, -0.039, 0.147



<x>
Here is CH2O2S as an isolated structure from the Open Molecules 2025 dataset. Energies are from the ωB97M-V functional and the def2-TZVPD basis.

Structure (XYZ):
```
6
CH2O2S (the ωB97M-V functional and the def2-TZVPD basis)
C 0.02721 -0.07371 -0.01948
H 0.13502 1.88940 -0.19437
H -0.42538 -1.82669 0.50953
O -0.52403 1.08031 -0.02253
O -0.91658 -0.92805 -0.18746
S 1.70377 -0.14127 -0.08569
```

Properties
HOMO-LUMO gap (eV): 8.799

Partial atomic charges computed with the natural (NBO) method, in multiples of e: 0.515, 0.527, 0.522, -0.655, -0.616, -0.294



<y>
Here is a 2-piece molecular cluster, CH2O2S overall from the Open Molecules 2025 dataset. Energies are from the ωB97M-V functional and the def2-TZVPD basis.

Structure (XYZ):
```
6
CH2O2S (the ωB97M-V functional and the def2-TZVPD basis)
C -0.83979 -0.99951 -0.33175
O -0.98913 0.16212 -0.04724
O 2.34428 1.70891 0.44418
S 1.16093 2.37995 1.09125
H -1.45631 -1.81380 -0.01702
H -0.21998 -1.43767 -1.13943
```

Properties
Structure (SMILES): C=O.O=S
HOMO-LUMO gap (alpha / beta) (eV): 7.818 / 7.760

Partial atomic charges computed with the natural (NBO) method, in multiples of e: 0.295, -0.493, -0.674, 0.675, 0.098, 0.099



The structure with the greatest stability is <x>.